22
Properties=species:S:1:pos:R:3:forces:R:3 method="wB97M-V/def2-TZVPD" total_charge=-1 lumo_energy_ha=0.138 e_homo_ev=-2.7
H -0.628 -1.556 -2.232 2.09 -1.29 -0.42
H -0.064 0.930 3.102 0.77 0.22 -1.04
N -0.784 0.788 1.115 -0.83 -0.77 0.59
H 1.219 0.488 1.875 -0.39 0.05 0.03
C -0.622 -0.286 0.046 3.42 2.07 3.11
O -0.186 -2.507 -2.496 -5.48 -1.56 3.29
H 0.862 -1.740 0.357 0.96 0.04 0.74
H 0.526 1.394 -0.891 0.30 -0.64 0.66
H 1.438 -0.190 -1.033 2.08 -0.26 2.18
O -0.005 -0.165 -2.052 -1.74 0.33 -4.55
C 0.709 2.632 1.897 -0.42 -1.70 1.48
H 0.462 -2.228 -3.026 3.90 1.88 -3.06
H 1.278 2.850 1.008 -0.31 0.15 -0.40
H -1.070 1.602 0.583 0.30 0.10 0.30
H 1.248 2.973 2.772 0.67 -0.10 0.24
C -0.151 -1.595 0.667 -1.63 -1.91 -1.56
H -0.575 -2.575 0.238 -0.08 1.65 0.34
C 0.482 0.247 -0.892 -2.26 0.77 -1.31
H -0.233 3.124 2.054 -0.51 0.74 -0.83
H -0.393 -1.606 1.708 0.43 -0.08 0.86
C 0.326 1.112 2.046 -0.53 0.48 -0.25
H -1.518 -0.273 -0.519 -0.74 -0.18 -0.41